No. 1
The following is a quantum chemistry calculation of an isolated ion of composition C4H11N2 and charge +1, from the Open Molecules 2025 dataset.

Computed properties:
- Kohn-Sham gap (Eh) = 0.402
- SMILES string = CC(=[NH2+])N(C)C
- E_tot (hartree) = -268.25043
- HOMO level (hartree) = -0.5273

Structure (ORCA input):
```
! RIJCOSX wB97M-V def2-TZVPD def2/J DEFGRID3
* xyz 1 1
C -1.03686 0.11738 -1.68628
C -0.80440 -0.13085 -0.28507
N -1.84639 -0.24338 0.44639
N 0.44460 -0.04466 0.36970
C 1.60060 0.12382 -0.42834
C 0.57278 -0.21817 1.79693
H -0.81119 -0.76420 -2.33840
H -0.45021 0.94864 -2.03266
H -1.98141 0.54668 -1.76348
H -2.81799 0.04870 0.22497
H -1.59721 -0.28081 1.43374
H 2.39075 0.25814 0.40112
H 1.85687 -0.70245 -1.01210
H 1.44578 1.00424 -1.06877
H 1.60187 0.14257 2.11800
H -0.12520 0.52097 2.21984
H 0.56057 -1.34956 2.06758
*
```

=====

No. 2
The following is a quantum chemistry calculation of a 3-piece molecular cluster, C4H11N3O overall, from the Open Molecules 2025 dataset.

Computed properties:
- Kohn-Sham gap (alpha / beta) (Eh) = 0.251 / 0.244
- E_tot (hartree) = -398.25773
- HOMO level (alpha / beta) (hartree) = -0.2289 / -0.2217

Structure (ORCA input):
```
! RIJCOSX wB97M-V def2-TZVPD def2/J DEFGRID3
* xyz 0 1
C -1.95680 0.92450 0.74914
C -0.88284 -1.77887 -0.17724
N 1.78472 -1.11205 -0.59042
C 0.08368 0.69489 0.00147
C -0.12317 -0.53114 -0.07576
N 2.94834 -0.59318 -0.01199
N 0.78184 1.83182 0.10012
O -3.01615 0.63572 -0.11224
H -2.80708 0.97824 -0.99025
H 1.86811 -1.10863 -1.60892
H 3.12985 0.39607 -0.20714
H 2.87364 -0.68687 0.99736
H 0.72583 2.49260 -0.66240
H 1.66648 1.82024 0.58802
H -2.06854 0.38286 1.68329
H -1.81832 1.99595 0.90197
H -1.95820 -1.60139 -0.23716
H -0.54678 -2.34284 -1.04920
H -0.68459 -2.39792 0.70135
*
```

=====

No. 3
The following is a quantum chemistry calculation of C6H9N3 as an isolated structure, from the Open Molecules 2025 dataset.

Computed properties:
- Kohn-Sham gap (Eh) = 0.321
- E_tot (hartree) = -398.13843
- HOMO level (hartree) = -0.3053

Structure (ORCA input):
```
! RIJCOSX wB97M-V def2-TZVPD def2/J DEFGRID3
* xyz 0 1
C -1.12713 3.08469 -0.46855
C -1.68564 1.79207 0.07434
C 0.50818 -1.01864 0.34009
C 1.08311 -1.83748 1.35897
C 1.89066 -2.70802 0.57652
C 0.80036 -1.50017 -0.91750
H -1.68818 3.91201 0.45740
H -1.65902 3.13631 -1.61983
H 0.02326 3.04224 -0.38770
H -1.84211 1.71700 1.05842
H -2.68185 1.59415 -0.37303
H 0.67413 -1.86463 2.46497
H 2.45882 -3.57099 0.97256
H 2.07076 -3.12332 -1.39435
H 0.49067 -1.06624 -1.78613
N -0.90188 0.63627 -0.34142
N -0.29145 0.15683 0.69859
N 1.87728 -2.38208 -0.71338
*
```

=====

No. 4
The following is a quantum chemistry calculation of the molecule C4H4O, from the Open Molecules 2025 dataset.

Computed properties:
- Kohn-Sham gap (Eh) = 0.370
- SMILES string = c1ccoc1
- E_tot (hartree) = -229.98179
- HOMO level (hartree) = -0.3292

Structure (ORCA input):
```
! RIJCOSX wB97M-V def2-TZVPD def2/J DEFGRID3
* xyz 0 1
C -1.04358 -0.04521 0.19593
C 0.11749 -0.51135 0.92214
C 1.16945 -0.24161 0.11882
O 0.77094 0.28217 -1.07981
C -0.56652 0.35766 -1.00510
H -1.66419 0.80852 0.43803
H 0.17532 -1.04488 1.86592
H 2.23638 -0.27925 0.25801
H -1.12597 0.77309 -1.82941
*
```

=====

- The lowest E_tot belongs to which entry?
  C4H11N3O